[1]
{
  "formula": "C52H50IN4O6P2W",
  "method": "the ωB97M-V functional and the def2-TZVPD basis",
  "homo_lumo_gap_ev": [5.39, 5.56],
  "fmax_ev_per_a": 5.2,
  "e_lumo_ev": [-4.2, -4.1],
  "relative_energy_ev": 2.424,
  "charge": 1,
  "spin_multiplicity": 1,
  "species": ["W", "N", "C", "C", "O", "O", "H", "H", "H", "H", "C", "N", "C", "P", "C", "C", "C", "C", "C", "C", "C", "C", "C", "C", "C", "C", "C", "C", "C", "C", "C", "C", "P", "C", "C", "C", "C", "C", "C", "C", "C", "C", "C", "C", "C", "H", "H", "H", "H", "H", "H", "H", "H", "H", "H", "H", "H", "H", "H", "H", "H", "H", "H", "H", "H", "H", "H", "H", "H", "H", "H", "H", "H", "H", "O", "C", "C", "C", "C", "C", "C", "C", "O", "N", "O", "O", "H", "H", "H", "H", "I", "C", "C", "C", "C", "N", "C", "H", "H", "H", "H", "C", "C", "C", "C", "C", "C", "H", "H", "H", "H", "H", "H", "H", "H", "H"],
  "positions_angstrom": [[0.704, 1.163, 0.457], [0.912, 3.258, 3.091], [-0.289, 4.068, 2.926], [-1.064, 3.548, 1.704], [-2.058, 4.075, 1.266], [-0.554, 2.443, 1.201], [0.711, 2.394, 3.588], [1.622, 3.757, 3.616], [-0.018, 5.111, 2.745], [-0.971, 4.055, 3.788], [-1.449, -2.179, -0.132], [-2.427, -1.804, -1.114], [-2.431, -0.464, -1.640], [-1.934, 0.862, -0.400], [-3.108, 0.460, 0.955], [-2.740, 0.659, 2.284], [-3.598, 0.307, 3.310], [-4.830, -0.259, 3.031], [-5.202, -0.463, 1.712], [-4.354, -0.104, 0.678], [-2.717, 2.284, -1.249], [-3.947, 2.806, -0.867], [-4.488, 3.872, -1.565], [-3.815, 4.421, -2.643], [-2.591, 3.901, -3.033], [-2.044, 2.838, -2.337], [-3.144, -2.798, -1.789], [-3.533, -3.957, -1.113], [-4.269, -4.934, -1.753], [-4.650, -4.774, -3.074], [-4.273, -3.628, -3.751], [-3.524, -2.650, -3.123], [0.261, -1.459, -0.455], [1.380, -2.636, 0.391], [1.152, -4.008, 0.486], [2.096, -4.831, 1.075], [3.272, -4.302, 1.576], [3.496, -2.937, 1.510], [2.554, -2.110, 0.930], [0.486, -1.923, -2.223], [0.660, -3.233, -2.651], [0.724, -3.518, -4.005], [0.601, -2.505, -4.940], [0.476, -1.188, -4.523], [0.432, -0.904, -3.172], [-1.391, -3.268, -0.098], [-1.740, -1.828, 0.876], [-3.443, -0.232, -1.996], [-1.762, -0.351, -2.510], [-1.768, 1.076, 2.516], [-3.297, 0.464, 4.333], [-5.492, -0.547, 3.833], [-6.156, -0.912, 1.483], [-4.678, -0.275, -0.336], [-4.470, 2.391, -0.020], [-5.438, 4.280, -1.256], [-4.236, 5.259, -3.178], [-2.065, 4.331, -3.874], [-1.084, 2.435, -2.636], [-3.288, -4.086, -0.069], [-4.562, -5.818, -1.210], [-5.237, -5.531, -3.568], [-4.563, -3.489, -4.781], [-3.230, -1.776, -3.684], [0.241, -4.459, 0.119], [1.906, -5.890, 1.146], [4.010, -4.948, 2.022], [4.399, -2.513, 1.921], [2.715, -1.034, 0.926], [0.751, -4.035, -1.935], [0.868, -4.539, -4.327], [0.612, -2.739, -5.992], [0.411, -0.396, -5.253], [0.349, 0.123, -2.827], [2.315, 1.743, 1.336], [3.599, 1.723, 1.064], [4.130, 1.157, -0.106], [5.517, 1.139, -0.368], [6.002, 0.599, -1.539], [5.148, 0.063, -2.512], [3.790, 0.035, -2.266], [3.264, 0.546, -1.084], [1.956, 0.411, -0.806], [7.426, 0.549, -1.759], [8.145, 1.016, -0.899], [7.812, 0.024, -2.781], [4.259, 2.163, 1.810], [6.205, 1.552, 0.354], [5.565, -0.320, -3.429], [3.116, -0.415, -2.978], [1.669, 3.891, -4.954], [1.525, 4.026, -2.856], [1.684, 5.244, -2.197], [1.642, 5.198, -0.801], [1.354, 4.027, -0.151], [1.098, 2.837, -0.796], [1.269, 2.877, -2.155], [1.881, 6.158, -2.727], [1.837, 6.088, -0.223], [1.351, 3.980, 0.932], [1.216, 1.927, -2.672], [-0.249, -1.521, 5.292], [0.987, -0.791, 4.753], [2.205, -1.723, 4.774], [1.268, 0.449, 5.615], [0.745, -0.358, 3.377], [0.515, 0.007, 2.238], [-0.048, -1.891, 6.295], [-0.506, -2.363, 4.654], [-1.104, -0.848, 5.330], [2.357, -2.112, 5.777], [3.103, -1.188, 4.475], [2.060, -2.559, 4.094], [1.442, 0.152, 6.647], [0.421, 1.134, 5.592], [2.153, 0.971, 5.257]],
  "forces_ev_per_a": [[-4.44, -2.71, 0.43], [0.06, 0.64, 0.63], [-0.03, -0.46, -0.07], [-0.51, 1.00, 0.36], [0.52, -0.21, 0.28], [0.65, -0.01, -0.04], [0.11, 0.03, -0.23], [-0.15, -0.03, 0.11], [-0.10, -0.05, -0.04], [0.01, 0.06, -0.22], [0.22, 0.33, 0.57], [0.12, 0.10, -0.17], [0.06, 0.22, -0.13], [-0.52, -0.68, -0.13], [0.28, 0.06, -0.03], [0.15, 0.12, -0.09], [-0.06, -0.04, 0.08], [0.08, 0.01, -0.03], [-0.08, -0.03, -0.06], [0.09, -0.01, 0.10], [0.43, -0.10, -0.02], [0.16, -0.07, -0.02], [-0.06, -0.01, 0.00], [0.08, 0.02, -0.01], [0.00, 0.08, -0.10], [-0.03, -0.13, 0.17], [-0.04, -0.06, 0.02], [0.05, -0.02, 0.06], [0.02, -0.02, -0.04], [-0.05, -0.05, -0.12], [-0.05, -0.07, 0.02], [0.07, 0.17, 0.06], [-0.74, -0.78, 0.35], [0.00, 0.44, 0.07], [-0.06, 0.16, 0.07], [0.01, -0.10, 0.04], [0.04, 0.04, -0.01], [0.05, -0.02, 0.00], [-0.03, 0.18, -0.03], [0.13, 0.59, 0.19], [-0.01, 0.06, 0.08], [-0.03, -0.11, -0.01], [0.05, 0.02, 0.00], [0.00, -0.03, -0.10], [0.03, 0.07, 0.13], [0.15, 0.21, -0.01], [0.19, -0.15, -0.11], [0.20, 0.07, 0.09], [-0.23, 0.14, 0.14], [-0.16, -0.15, 0.02], [0.04, 0.04, 0.15], [-0.06, -0.01, 0.06], [-0.11, -0.03, -0.03], [0.00, -0.02, -0.11], [-0.05, 0.05, 0.08], [-0.11, 0.05, 0.03], [-0.06, 0.06, -0.04], [0.05, -0.01, -0.05], [-0.05, -0.02, -0.05], [0.00, 0.03, 0.11], [-0.04, -0.09, 0.07], [-0.07, -0.10, -0.06], [-0.03, 0.01, -0.14], [0.05, 0.10, -0.03], [-0.07, 0.02, -0.03], [-0.01, -0.11, 0.00], [0.09, -0.10, 0.09], [0.13, 0.04, 0.06], [0.02, -0.38, 0.03], [0.00, -0.06, -0.01], [-0.05, -0.06, -0.03], [0.06, -0.02, -0.15], [-0.02, 0.12, -0.06], [-0.07, -0.09, -0.08], [5.00, 0.35, -0.01], [-3.08, 0.22, 1.01], [0.05, -0.93, -1.67], [-0.15, 0.05, 0.05], [-1.13, 0.07, 0.31], [-0.18, 0.27, 0.49], [0.02, -0.15, -0.24], [-0.44, 0.69, 1.43], [2.80, -0.51, -1.77], [0.86, -0.03, -0.03], [0.00, 0.07, 0.04], [0.01, 0.01, -0.11], [-0.13, 0.07, 0.02], [0.13, 0.04, 0.02], [0.03, -0.10, -0.05], [-0.10, -0.04, -0.08], [-0.04, 0.03, 0.46], [0.19, 0.64, -0.60], [-0.02, -0.81, 0.62], [0.01, 0.47, -0.80], [-0.27, -1.29, -0.28], [0.94, 3.14, -1.74], [-0.26, -0.69, 1.35], [0.02, 0.15, -0.11], [-0.04, 0.07, 0.06], [-0.09, -0.01, -0.06], [-0.17, 0.09, 0.10], [0.10, 0.01, -0.04], [-0.01, -0.02, 0.17], [-0.12, 0.01, -0.03], [0.00, -0.13, -0.05], [-0.21, 0.00, -0.31], [-0.04, 0.22, -0.45], [-0.03, -0.03, 0.13], [-0.02, -0.08, -0.05], [-0.07, 0.03, 0.00], [0.02, -0.05, 0.16], [0.11, 0.06, -0.08], [0.00, -0.09, -0.04], [0.00, -0.02, 0.13], [-0.07, 0.05, 0.04], [0.09, 0.07, -0.04]]
}

***

[2]
{
  "formula": "C39H60AsF6GeN4P3Zn",
  "method": "the ωB97M-V functional and the def2-TZVPD basis",
  "homo_lumo_gap_ev": 6.81,
  "fmax_ev_per_a": 0.6,
  "e_lumo_ev": -6.6,
  "relative_energy_ev": 0.000,
  "charge": 2,
  "spin_multiplicity": 1,
  "species": ["Zn", "C", "C", "C", "P", "C", "N", "Ge", "N", "C", "P", "C", "C", "C", "C", "C", "C", "C", "C", "C", "C", "C", "C", "N", "C", "C", "C", "C", "C", "C", "C", "C", "C", "C", "C", "C", "N", "C", "P", "C", "C", "C", "C", "C", "C", "C", "C", "C", "H", "H", "H", "H", "H", "H", "H", "H", "H", "H", "H", "H", "H", "H", "H", "H", "H", "H", "H", "H", "H", "H", "H", "H", "H", "H", "H", "H", "H", "H", "H", "H", "H", "H", "H", "H", "H", "H", "H", "H", "H", "H", "H", "H", "H", "H", "H", "H", "H", "H", "H", "H", "H", "H", "H", "H", "H", "H", "H", "H", "F", "As", "F", "F", "F", "F", "F"],
  "positions_angstrom": [[0.505, -0.042, -0.094], [0.843, -3.123, 3.867], [1.510, -2.364, 2.718], [1.748, -3.304, 1.540], [0.608, -0.830, 2.220], [-1.149, -1.000, 2.707], [-1.906, -1.887, 1.843], [-1.961, -1.918, 0.013], [-3.025, -0.724, -0.889], [-2.763, 0.656, -1.280], [-1.571, 1.509, -0.171], [-0.988, 3.010, -1.106], [0.423, 2.842, -1.669], [-1.949, 3.475, -2.206], [-2.683, 2.133, 1.194], [-3.449, 3.409, 0.836], [-3.703, 1.086, 1.662], [-4.349, -1.218, -0.952], [-5.412, -0.524, -1.527], [-6.698, -1.039, -1.457], [-6.952, -2.242, -0.818], [-5.897, -2.966, -0.287], [-4.613, -2.468, -0.386], [-3.423, -3.224, 0.059], [-3.475, -3.672, 1.469], [-4.227, -4.759, 1.870], [-4.291, -5.086, 3.213], [-3.603, -4.309, 4.131], [-2.823, -3.238, 3.723], [-2.723, -2.917, 2.371], [-3.001, -4.287, -0.875], [-3.854, -5.291, -1.293], [-3.361, -6.322, -2.073], [-2.014, -6.339, -2.401], [-1.169, -5.312, -2.011], [-1.665, -4.237, -1.275], [-0.899, -3.098, -0.914], [0.377, -2.863, -1.585], [0.521, -1.189, -2.342], [1.968, -1.371, -3.500], [3.168, -2.177, -3.006], [2.424, -0.035, -4.092], [-0.955, -1.148, -3.474], [-1.094, -2.376, -4.379], [-1.053, 0.127, -4.322], [1.245, 0.526, 3.302], [1.245, 0.154, 4.786], [0.534, 1.859, 3.079], [1.544, -3.868, 4.244], [-0.040, -3.657, 3.514], [0.560, -2.492, 4.707], [2.481, -1.977, 3.044], [0.804, -3.611, 1.084], [2.248, -4.206, 1.894], [2.388, -2.840, 0.791], [-1.568, 0.011, 2.718], [-1.193, -1.358, 3.731], [-3.690, 1.226, -1.215], [-2.417, 0.731, -2.312], [-0.941, 3.782, -0.332], [0.511, 1.959, -2.305], [1.175, 2.778, -0.888], [0.671, 3.702, -2.291], [-1.886, 2.828, -3.081], [-1.657, 4.474, -2.527], [-2.987, 3.526, -1.891], [-2.007, 2.370, 2.017], [-4.168, 3.234, 0.035], [-2.811, 4.243, 0.559], [-4.022, 3.717, 1.711], [-4.522, 1.002, 0.946], [-4.140, 1.418, 2.604], [-3.298, 0.090, 1.814], [-5.250, 0.412, -2.040], [-7.510, -0.485, -1.905], [-7.958, -2.624, -0.742], [-6.089, -3.903, 0.214], [-4.748, -5.366, 1.146], [-4.876, -5.934, 3.535], [-3.659, -4.542, 5.185], [-2.295, -2.676, 4.477], [-4.900, -5.273, -1.029], [-4.020, -7.110, -2.405], [-1.609, -7.160, -2.976], [-0.126, -5.371, -2.280], [0.498, -3.583, -2.391], [1.222, -2.997, -0.911], [1.486, -1.963, -4.284], [3.796, -1.608, -2.330], [3.770, -2.427, -3.880], [2.894, -3.116, -2.524], [2.895, 0.584, -3.334], [1.621, 0.528, -4.555], [3.169, -0.235, -4.863], [-1.801, -1.169, -2.786], [-0.331, -2.402, -5.156], [-2.058, -2.323, -4.886], [-1.073, -3.318, -3.834], [-0.461, 0.033, -5.230], [-0.718, 1.024, -3.803], [-2.087, 0.280, -4.636], [2.282, 0.639, 2.977], [0.240, -0.037, 5.165], [1.647, 0.996, 5.351], [1.874, -0.706, 5.000], [-0.444, 1.874, 3.563], [0.422, 2.105, 2.022], [1.127, 2.654, 3.530], [2.045, 1.247, 0.500], [3.704, 0.509, 0.211], [2.692, -0.856, -0.386], [3.567, -0.227, 1.770], [5.131, -0.326, -0.157], [4.411, 1.899, 0.870], [3.601, 1.207, -1.356]],
  "forces_ev_per_a": [[0.19, 0.30, -0.02], [0.00, 0.01, -0.03], [0.04, 0.00, 0.03], [0.04, 0.01, 0.00], [-0.07, -0.10, -0.09], [0.01, -0.02, 0.11], [0.16, 0.04, -0.01], [-0.40, -0.40, 0.06], [0.12, 0.21, 0.06], [-0.07, -0.04, -0.01], [0.06, 0.00, -0.08], [-0.06, 0.03, -0.02], [-0.01, -0.02, 0.02], [0.04, -0.01, 0.05], [0.05, 0.00, -0.01], [0.05, 0.00, 0.01], [0.03, -0.02, -0.03], [-0.01, 0.03, -0.02], [0.02, -0.04, 0.04], [0.02, -0.04, 0.01], [0.01, 0.02, -0.01], [-0.04, 0.01, 0.00], [0.02, 0.07, -0.05], [0.08, 0.08, -0.01], [0.00, 0.00, 0.05], [0.01, -0.03, 0.04], [0.02, 0.02, 0.00], [-0.02, 0.00, -0.04], [0.03, 0.00, -0.02], [-0.02, 0.04, 0.01], [0.04, -0.02, -0.01], [0.00, -0.05, -0.02], [0.01, 0.01, 0.00], [-0.02, 0.01, 0.02], [-0.03, 0.00, 0.01], [0.05, -0.01, 0.01], [0.07, 0.15, -0.08], [0.01, -0.07, -0.11], [-0.12, -0.17, 0.13], [-0.04, 0.10, 0.00], [-0.04, -0.01, 0.04], [0.02, -0.07, 0.06], [-0.01, -0.01, -0.01], [-0.02, 0.01, 0.05], [0.05, -0.03, 0.01], [0.12, 0.08, 0.02], [-0.01, 0.02, -0.03], [-0.08, -0.02, -0.02], [0.01, -0.02, 0.00], [-0.07, -0.01, 0.00], [-0.01, 0.03, 0.03], [-0.09, 0.00, 0.01], [-0.01, -0.02, 0.04], [0.02, -0.02, 0.01], [0.00, -0.01, 0.01], [0.02, 0.00, 0.03], [0.00, -0.02, 0.00], [0.01, 0.00, -0.01], [-0.01, 0.01, 0.03], [-0.02, -0.02, 0.01], [0.01, -0.04, -0.04], [0.04, -0.02, 0.03], [-0.01, 0.03, 0.00], [-0.01, -0.03, -0.02], [0.02, 0.02, -0.01], [-0.09, 0.01, 0.05], [0.07, -0.03, 0.03], [-0.03, -0.01, -0.06], [0.04, 0.03, -0.02], [-0.01, 0.00, 0.01], [-0.02, -0.02, -0.04], [-0.01, 0.02, 0.01], [-0.03, -0.01, -0.01], [-0.01, 0.03, -0.02], [-0.03, 0.02, -0.01], [-0.03, 0.00, 0.00], [0.00, 0.01, 0.01], [0.00, -0.01, 0.00], [-0.02, -0.02, 0.02], [0.00, -0.01, 0.03], [0.02, 0.02, 0.01], [0.00, 0.01, -0.01], [-0.01, -0.02, -0.01], [0.01, -0.02, -0.02], [0.03, 0.00, 0.00], [-0.02, 0.01, 0.02], [-0.03, 0.00, -0.04], [0.02, 0.04, -0.03], [0.00, 0.04, 0.06], [0.01, -0.01, -0.01], [0.00, -0.02, 0.02], [0.02, 0.02, 0.04], [-0.12, 0.05, -0.04], [0.00, -0.01, -0.02], [0.03, -0.02, 0.01], [0.04, -0.01, -0.02], [-0.01, 0.01, -0.01], [-0.02, -0.03, 0.01], [0.08, 0.01, -0.03], [-0.01, 0.03, 0.04], [-0.01, -0.01, -0.01], [-0.30, -0.02, 0.13], [-0.04, -0.01, 0.02], [0.01, 0.01, 0.01], [0.02, -0.03, 0.01], [-0.07, 0.01, 0.00], [-0.01, 0.01, 0.01], [0.00, 0.01, 0.03], [-0.10, 0.08, -0.03], [0.23, -0.02, -0.30], [0.14, 0.09, 0.00], [0.22, -0.10, -0.23], [-0.11, 0.02, 0.05], [-0.02, -0.05, 0.03], [-0.03, -0.06, 0.08]]
}